88
Properties=species:S:1:pos:R:3 method="wB97M-V/def2-TZVPD" smiles="CCNBCOc1cc(C)ccc1C(C)C.O=C1OCCO1.O=C1OCCO1.O=C1OCCO1.O=C1OCCO1.O=C1OCCO1" energy_ev=-64643.6946 homo_lumo_gap_ev=8.63 de_lowest_kj_mol=0.0
C -6.07 -2.57 -4.54
C -5.05 -2.03 -5.57
N -5.08 -0.58 -5.80
B -4.13 0.19 -4.97
C -3.95 -0.12 -3.44
O -3.08 0.80 -2.80
C -2.22 0.32 -1.85
C -2.59 -0.70 -0.98
C -1.71 -1.18 -0.01
C -2.15 -2.30 0.90
C -0.45 -0.61 0.07
C -0.10 0.42 -0.79
C -0.96 0.90 -1.77
C -0.54 2.04 -2.68
C -0.56 3.35 -1.88
C 0.86 1.81 -3.32
H -5.57 -2.91 -3.63
H -6.64 -3.40 -4.94
H -6.77 -1.78 -4.24
H -4.05 -2.31 -5.23
H -5.20 -2.55 -6.52
H -6.02 -0.24 -5.61
H -3.46 1.05 -5.46
H -3.60 -1.15 -3.32
H -4.95 -0.09 -2.98
H -3.59 -1.12 -1.04
H -2.32 -3.21 0.30
H -3.09 -2.06 1.38
H -1.38 -2.54 1.64
H 0.26 -0.96 0.81
H 0.89 0.87 -0.72
H -1.27 2.12 -3.48
H -1.47 3.41 -1.28
H 0.28 3.35 -1.17
H -0.49 4.22 -2.53
H 1.28 0.84 -3.04
H 0.80 1.83 -4.41
H 1.55 2.60 -3.02
C 1.23 1.01 3.87
C 0.80 2.38 3.40
O 1.76 2.67 2.37
C 2.24 1.50 1.90
O 2.93 1.39 0.94
O 1.84 0.47 2.68
H 0.41 0.38 4.18
H 1.97 1.05 4.66
H -0.20 2.38 2.95
H 0.84 3.14 4.18
C -7.27 1.99 -7.46
C -8.17 0.79 -7.72
O -9.07 1.30 -8.71
C -8.46 2.33 -9.35
O -8.87 2.85 -10.33
O -7.32 2.68 -8.71
H -6.25 1.72 -7.21
H -7.67 2.65 -6.68
H -7.62 -0.05 -8.13
H -8.73 0.47 -6.84
C 4.56 -1.43 2.90
C 5.18 -2.13 1.71
O 5.38 -3.46 2.21
C 4.51 -3.66 3.23
O 4.33 -4.72 3.75
O 3.90 -2.52 3.58
H 3.84 -0.67 2.63
H 5.31 -1.01 3.57
H 4.50 -2.17 0.85
H 6.12 -1.70 1.39
C 8.49 -5.79 4.99
C 7.29 -5.03 4.47
O 7.46 -3.75 5.09
C 8.77 -3.58 5.38
O 9.27 -2.57 5.74
O 9.45 -4.75 5.20
H 8.89 -6.52 4.28
H 8.30 -6.29 5.94
H 7.31 -4.90 3.39
H 6.33 -5.46 4.76
C 3.73 4.80 7.01
C 2.55 4.99 7.94
O 1.64 3.98 7.48
C 2.36 3.02 6.86
O 1.92 1.97 6.51
O 3.63 3.41 6.68
H 4.69 5.01 7.47
H 3.64 5.39 6.09
H 2.80 4.78 8.98
H 2.08 5.97 7.87

76
Properties=species:S:1:pos:R:3 method="wB97M-V/def2-TZVPD" smiles="CCN(CC)CC.CCN(CC)CC.CCN(CC)CC.CC(C)=O" energy_ev=-29118.6645 homo_lumo_gap_ev=8.59
C 4.80 -1.66 2.73
C 4.85 -2.49 4.00
N 6.14 -3.08 4.21
C 6.16 -4.21 5.10
C 5.90 -3.84 6.58
C 7.32 -2.10 4.36
C 8.72 -2.76 4.19
H 5.42 -0.76 2.79
H 3.78 -1.28 2.66
H 5.02 -2.04 1.74
H 4.53 -1.90 4.86
H 4.11 -3.29 3.86
H 5.48 -4.95 4.67
H 7.13 -4.71 5.09
H 6.64 -3.15 6.98
H 5.02 -3.20 6.66
H 5.87 -4.68 7.27
H 7.32 -1.53 5.30
H 7.16 -1.25 3.69
H 9.04 -3.43 4.99
H 9.54 -2.05 4.16
H 8.81 -3.29 3.24
C 0.31 7.68 -6.26
C 0.06 8.62 -5.15
N 1.06 8.74 -4.12
C 0.88 7.89 -2.93
C 1.18 6.46 -3.23
C 2.43 8.78 -4.65
C 2.81 9.90 -5.63
H -0.51 7.75 -6.97
H 0.18 6.63 -5.99
H 1.29 7.67 -6.74
H 0.02 9.66 -5.48
H -0.91 8.55 -4.65
H 1.58 8.16 -2.14
H -0.09 8.11 -2.49
H 2.15 6.29 -3.71
H 1.14 5.85 -2.33
H 0.41 6.18 -3.96
H 2.61 7.79 -5.07
H 3.15 8.74 -3.82
H 3.89 9.97 -5.72
H 2.37 10.85 -5.34
H 2.42 9.59 -6.59
C -5.23 -6.05 4.20
C -5.03 -6.75 2.86
N -4.76 -5.89 1.70
C -5.95 -4.99 1.61
C -7.24 -5.73 1.14
C -4.43 -6.72 0.56
C -4.16 -5.89 -0.74
H -5.28 -6.80 4.98
H -6.18 -5.53 4.16
H -4.44 -5.35 4.50
H -4.22 -7.48 2.97
H -5.95 -7.31 2.72
H -6.16 -4.30 2.43
H -5.79 -4.41 0.70
H -7.71 -6.23 1.99
H -7.97 -4.95 0.93
H -7.18 -6.43 0.31
H -5.29 -7.37 0.42
H -3.60 -7.41 0.72
H -5.09 -5.44 -1.09
H -3.85 -6.64 -1.47
H -3.43 -5.10 -0.58
C -3.83 0.81 -2.62
C -5.17 1.50 -2.62
O -5.78 1.81 -1.62
C -5.67 2.08 -3.94
H -4.06 -0.18 -3.02
H -3.49 0.65 -1.59
H -2.92 1.24 -3.03
H -6.74 1.92 -4.09
H -5.16 1.58 -4.76
H -5.43 3.15 -3.93

11
Properties=species:S:1:pos:R:3 method="wB97M-V/def2-TZVPD" energy_ev=-4697.8529 homo_lumo_gap_ev=12.69 de_lowest_kj_mol=18.5 total_charge=+1
O -0.97 -1.83 0.96
H -1.26 -2.07 1.86
H -0.66 0.22 0.46
H -0.85 -2.71 0.59
C 0.50 1.03 -1.16
N 0.27 0.61 0.25
H 0.16 0.25 -1.80
H 1.53 1.34 -1.25
H -0.10 1.91 -1.38
H 0.93 -0.11 0.55
H 0.44 1.35 0.92

14
Properties=species:S:1:pos:R:3 method="wB97M-V/def2-TZVPD" energy_ev=-8368.2327 homo_lumo_gap_ev=8.53 de_lowest_kj_mol=487.2
C -1.01 0.40 -1.04
C 0.06 0.42 0.04
O 0.06 1.65 0.75
C 0.07 -0.83 0.93
C 1.48 0.14 -0.51
O 1.26 -1.46 0.37
H -2.03 0.56 -0.64
H -1.01 -0.58 -1.54
H -0.80 1.15 -1.80
H -0.80 2.07 0.69
H 0.34 -0.57 1.95
H -0.79 -1.52 0.93
H 2.14 0.53 0.29
H 1.03 -1.95 -0.43

9
Properties=species:S:1:pos:R:3 method="wB97M-V/def2-TZVPD" smiles="N=C=O.CCl" energy_ev=-18195.5888 homo_lumo_gap_ev=10.14 de_lowest_kj_mol=337.6
C -2.88 0.14 1.25
C 0.69 0.35 -0.35
N -0.26 0.30 0.32
O 1.25 -0.18 -1.23
Cl -3.33 -0.21 -0.54
H -3.65 -0.76 1.58
H 0.07 1.28 0.81
H -3.16 1.28 1.54
H -1.81 0.27 1.43

14
Properties=species:S:1:pos:R:3 method="wB97M-V/def2-TZVPD" smiles="NC(=O)CCC=O" energy_ev=-9846.3247 homo_lumo_gap_ev=10.66 de_lowest_kj_mol=92.1
O -1.38 -2.42 -0.31
C -1.11 -1.74 -1.24
C -0.41 -0.34 -1.11
C 0.27 -0.23 0.22
C 0.88 1.12 0.49
N 0.81 1.56 1.79
O 1.21 1.88 -0.40
H -1.48 -1.86 -2.28
H 0.37 -0.43 -1.88
H -1.23 0.32 -1.38
H -0.36 -0.37 1.11
H 1.04 -0.99 0.40
H 0.54 0.96 2.56
H 0.87 2.53 2.04